A 2-piece molecular cluster, C5H14N2O2 overall. Source: the Open Molecules 2025 dataset; level of theory: wB97M-V/def2-TZVPD.

Geometry as XYZ:
```
23
Properties=species:S:1:pos:R:3:forces:R:3:mulliken_charge:R:1
O 0.337 1.385 -0.625 -0.79 -2.61 -1.63 -0.471
O -1.258 1.736 1.025 0.26 0.01 -0.30 -0.554
N -0.166 -0.428 -1.093 0.69 2.72 -0.08 0.034
N 0.364 0.090 1.285 0.00 1.01 0.71 0.189
C 0.085 1.394 0.694 0.15 -1.38 1.91 0.144
C -1.534 -0.226 -1.509 -0.09 0.20 -0.05 -0.830
C 1.724 -0.382 1.240 -0.66 0.16 0.18 -1.125
C -0.596 -0.759 1.938 0.49 0.38 -0.23 -1.015
C 0.756 -0.499 -2.198 0.11 -0.11 -0.09 -0.869
H -1.570 -0.280 1.949 -0.02 -0.06 0.06 0.297
H -0.276 -0.977 2.965 -0.14 -0.06 0.05 0.325
H 2.093 -0.560 2.256 0.21 -0.05 -0.03 0.351
H 0.626 0.303 -2.931 -0.06 -0.14 -0.04 0.323
H -1.858 -1.162 -1.987 0.09 0.11 0.07 0.373
H 1.776 -0.482 -1.816 -0.05 0.02 0.00 0.263
H 0.596 -1.481 -2.667 -0.05 0.15 -0.02 0.382
H 1.775 -1.325 0.686 0.09 -0.11 -0.09 0.285
H 2.357 0.348 0.740 0.05 0.01 0.03 0.338
H -1.656 0.603 -2.219 0.05 -0.16 -0.01 0.276
H -2.152 -0.044 -0.633 0.01 -0.08 -0.03 0.259
H -0.659 -1.707 1.391 -0.14 -0.16 -0.04 0.282
H -1.540 2.339 0.327 0.03 0.00 0.09 0.339
H 0.778 2.115 1.181 -0.21 0.14 -0.44 0.405
```
Forces are in eV/Å.

As for the electronic energy: -458.753247 a.u. The largest force on an atom comes out at 0.062 hartree/bohr. The calculation puts the HOMO energy (alpha / beta) at -7.5522 / -7.5519 eV. The value obtained for the energy above the lowest of the compared OMol25 structures with the same formula, charge and spin is 484.0 kJ/mol. As for the net charge: 0. The value obtained for the orbital gap (alpha / beta) is 7.29 / 7.29 eV.


C28H45F4N3NiSi as an isolated structure. Source: the Open Molecules 2025 dataset; level of theory: wB97M-V/def2-TZVPD.

Geometry as XYZ:
```
82
Properties=species:S:1:pos:R:3:forces:R:3:lowdin_spin:R:1
Ni -0.037 -0.371 -0.375 -1.55 0.27 0.04 1.740
Si 1.881 -1.528 0.370 1.21 -1.02 0.37 0.021
F -4.162 0.392 2.448 -0.13 0.08 0.10 0.000
F 0.362 1.491 1.425 0.03 -0.01 -0.06 0.018
F 0.350 3.264 3.410 0.10 -0.01 -0.02 0.000
F -4.084 2.132 4.436 -0.13 -0.07 0.00 0.000
N -1.514 -1.998 -1.269 0.08 0.13 0.01 0.040
N -1.772 -0.120 0.871 0.58 0.09 -0.35 0.038
N -2.671 3.260 -0.769 -0.07 0.03 0.08 0.000
C -2.965 1.949 3.718 0.10 0.18 0.12 0.000
C -2.987 1.023 2.698 0.08 -0.05 -0.24 0.002
C -3.375 1.968 -0.943 -0.25 -0.30 0.00 0.000
C 0.478 1.234 -4.206 -0.01 -0.11 -0.06 0.003
C -0.273 0.995 -1.871 0.06 -0.08 -0.18 0.068
C 2.940 -2.752 2.824 -0.07 0.08 0.09 0.001
C 1.962 -3.418 -0.080 0.04 0.39 0.00 -0.002
C 4.803 -1.682 0.049 0.03 0.16 -0.06 0.000
C 3.812 0.593 -0.093 -0.04 -0.09 0.03 0.002
C 3.468 -1.030 -1.937 -0.11 0.00 0.06 0.000
C -0.748 1.595 2.202 -0.27 -0.39 -0.26 0.002
C -0.582 2.365 -1.921 -0.03 0.08 0.02 0.011
C 0.563 -2.055 2.847 0.01 0.09 -0.08 0.002
C -0.748 2.520 3.212 -0.19 0.06 0.10 0.000
C -1.860 0.755 1.873 0.13 0.34 0.54 0.005
C -1.166 3.048 -0.715 0.46 -0.17 -0.18 0.002
C -3.115 4.262 -1.761 -0.03 0.22 -0.17 0.000
C 2.379 -0.353 3.017 -0.08 -0.02 -0.03 0.001
C 0.232 2.600 -4.189 -0.04 0.05 0.03 -0.003
C -0.301 3.157 -3.043 0.01 0.03 -0.01 0.003
C 0.235 0.470 -3.075 -0.12 0.10 -0.09 0.012
C -0.973 -3.244 -1.813 0.09 0.01 -0.10 0.001
C 1.961 -1.668 2.358 0.24 0.05 -0.51 0.007
C 3.583 -0.886 -0.419 -0.33 -0.13 0.43 0.002
C -2.416 -1.426 -2.268 0.00 0.06 0.03 0.003
C -2.814 -1.103 0.675 0.07 -0.22 -0.13 0.004
C -1.858 2.719 4.015 0.03 0.03 -0.01 0.001
C -2.237 -2.319 -0.034 -0.08 0.10 0.21 0.002
H 0.462 3.217 -5.049 0.00 0.00 0.01 0.000
H -1.876 -1.278 -3.202 -0.02 0.02 0.03 0.000
H 2.345 -0.448 4.110 0.01 -0.01 0.01 0.000
H 4.002 0.735 0.972 -0.01 0.09 -0.07 0.000
H -0.415 -3.039 -2.727 0.05 0.02 0.04 0.000
H 2.723 -3.725 2.383 0.01 -0.01 0.03 0.000
H 5.705 -1.311 -0.456 0.00 -0.01 -0.01 0.000
H -4.439 2.099 -0.762 0.00 0.13 -0.02 0.000
H 4.685 0.972 -0.639 -0.02 0.03 -0.02 0.000
H 2.673 -0.391 -2.322 -0.03 0.01 -0.08 0.000
H -3.055 -3.026 -0.244 0.06 -0.04 -0.02 0.001
H 1.838 -3.597 -1.149 -0.02 0.00 0.00 0.000
H -2.951 1.250 -0.241 0.05 0.06 -0.08 0.000
H -0.462 4.230 -3.001 -0.04 0.01 -0.01 0.001
H -1.018 2.418 0.150 -0.01 0.13 0.02 0.001
H 3.970 -2.487 2.585 0.00 -0.09 0.02 0.000
H 3.255 -2.061 -2.234 0.03 0.01 -0.03 0.000
H -0.193 -1.343 2.507 -0.03 -0.03 0.04 0.001
H -3.237 -1.462 1.616 0.01 -0.01 -0.07 0.001
H -2.917 3.611 0.157 0.00 -0.04 0.03 0.000
H 2.946 1.202 -0.368 0.01 0.03 -0.02 0.001
H 0.885 0.771 -5.098 0.00 -0.01 0.02 0.000
H 1.199 -3.989 0.456 -0.01 -0.02 -0.02 0.000
H -0.310 -3.710 -1.093 0.00 0.01 0.02 0.000
H -4.191 4.400 -1.684 0.01 -0.07 0.07 0.000
H 2.875 -2.862 3.914 0.01 0.00 0.00 0.000
H 2.933 -3.826 0.206 -0.02 -0.06 0.01 0.000
H 4.406 -0.726 -2.418 0.01 -0.01 -0.01 0.000
H 1.726 0.473 2.736 0.11 -0.03 0.05 0.000
H 0.451 -0.594 -3.133 0.13 -0.01 0.06 0.003
H 0.538 -2.082 3.943 0.00 -0.03 0.02 0.000
H -1.783 -3.947 -2.058 -0.01 0.04 0.02 0.001
H 4.713 -2.743 -0.187 0.03 -0.02 0.05 0.000
H -1.862 3.444 4.813 -0.01 -0.03 0.02 0.000
H 3.400 -0.083 2.739 -0.01 0.00 0.08 0.000
H -0.716 4.028 -0.547 -0.14 0.05 0.05 0.000
H -2.775 -0.458 -1.931 -0.02 -0.04 -0.03 0.001
H -2.612 5.209 -1.577 0.04 -0.03 0.04 0.000
H -2.864 3.908 -2.757 0.05 -0.08 0.01 0.000
H 0.281 -3.049 2.486 -0.05 0.01 0.00 0.000
H 4.969 -1.575 1.121 0.03 -0.02 -0.02 0.000
H -3.270 -2.093 -2.454 0.00 0.01 0.02 0.001
H -3.205 1.609 -1.955 0.05 0.14 -0.03 0.000
H -1.525 -2.802 0.639 0.00 -0.04 -0.02 0.001
H -3.655 -0.708 0.084 -0.07 -0.04 0.08 0.000
```
Forces are in eV/Å.

The expectation value of S² is 2.006. As for the multiplicity: 3. As for the electronic energy: -3455.335388 a.u. The largest force on an atom comes out at 0.032 hartree/bohr. The calculation puts the HOMO energy (alpha / beta) at -6.7444 / -6.6859 eV. As for the net charge: 0. The value obtained for the orbital gap (alpha / beta) is 6.51 / 6.45 eV.


- Look up the net charge of the first one.
  0